--- one ---
Molecular formula: C7H10O2
Method: DFT, the ωB97M-V functional and the def2-TZVPD basis

Summary:
Kohn-Sham gap: 10.65 eV
SMILES string: C[C@H]1O[C@@H]2C[C@@H]3O[C@H]1[C@@H]32

```
! wB97M-V def2-TZVPD RIJCOSX def2/J DEFGRID3
* xyz 0 1
O -0.59 1.31 -0.09
O 0.76 -1.54 -0.52
C 0.80 1.19 0.35
C -0.22 -0.99 0.37
C 1.79 -0.63 -0.02
C 1.81 0.68 -0.73
C 0.81 -0.09 1.06
C -1.07 0.00 -0.38
C -2.58 -0.14 -0.09
H 2.76 1.24 -0.76
H -0.97 -0.20 -1.49
H 1.48 0.70 -1.74
H -2.80 -0.09 0.96
H -3.19 0.69 -0.61
H -0.67 -1.85 0.97
H -2.92 -1.04 -0.56
H 2.77 -1.09 0.18
H 1.05 2.10 0.92
H 0.96 -0.24 2.14
*
```

Here are the Mulliken charges for atoms 1 to 2, given in e: -0.49 -0.50

--- two ---
Molecular formula: C7H10O2
Method: DFT, the ωB97M-V functional and the def2-TZVPD basis

Summary:
Kohn-Sham gap: 9.94 eV

```
! wB97M-V def2-TZVPD RIJCOSX def2/J DEFGRID3
* xyz 0 1
O -2.04 1.65 0.35
O -1.92 -0.57 -0.12
C -1.45 0.65 -0.01
C 1.66 1.50 -0.34
C 1.21 -0.45 -1.40
C 2.17 -0.56 1.26
C 1.67 0.03 0.03
C 0.54 0.60 -0.60
C -3.25 -0.86 0.20
H -3.96 -0.50 -0.68
H 1.94 2.04 -1.19
H -3.49 -0.17 1.01
H 1.56 -0.13 -2.35
H 3.20 -0.87 1.38
H 1.87 0.14 2.02
H -3.36 -1.93 0.23
H 0.60 -1.35 -1.59
H 1.49 -1.41 1.37
H 1.56 2.17 0.42
*
```

Here are the Mulliken charges for atoms 1 to 2, given in e: -0.54 -0.24

Which structure is the least stable? The one labeled two.

--- one ---
Molecular formula: C4H12N4O
Method: DFT, the ωB97M-V functional and the def2-TZVPD basis

Summary:
Kohn-Sham gap: 8.16 eV
SMILES string: C[C@@H](O)CNN=C(N)N

```
! wB97M-V def2-TZVPD RIJCOSX def2/J DEFGRID3
* xyz 0 1
O 0.83 2.06 -0.47
N -1.31 -1.50 0.82
N 0.04 -1.27 1.13
N -1.27 0.19 -0.86
N -3.21 -0.99 -0.34
C 2.24 0.06 -0.75
C -1.87 -0.76 -0.09
C 1.44 0.95 0.19
C 0.56 0.00 1.41
H -3.63 -1.62 0.33
H -0.32 0.63 -0.53
H -3.78 -0.18 -0.54
H 2.79 -0.69 -0.18
H 2.95 0.65 -1.32
H -1.91 0.80 -1.36
H 2.15 1.43 0.88
H 1.34 -0.10 2.17
H 0.65 -1.89 0.62
H 0.97 1.99 -1.42
H -0.22 0.69 1.74
H 1.57 -0.46 -1.43
*
```

Here are the Mulliken charges for atoms 1 to 2, given in e: -0.60 -0.82

--- two ---
Molecular formula: C4H12N4O
Method: DFT, the ωB97M-V functional and the def2-TZVPD basis

Summary:
Kohn-Sham gap (spin up / spin down): 7.98 / 6.03 eV

```
! wB97M-V def2-TZVPD RIJCOSX def2/J DEFGRID3
* xyz 0 1
O 0.25 2.00 1.02
N -0.68 -0.10 0.65
N -0.08 0.29 -2.16
N 0.53 2.45 -1.52
N 1.70 0.30 0.47
C -0.72 -1.98 -0.86
C 0.22 1.17 -1.32
C -0.63 -0.80 1.92
C 0.39 0.88 0.41
H -1.70 -2.07 -0.41
H 2.16 0.47 1.36
H 0.10 -2.32 -0.25
H 0.24 -1.45 1.96
H -0.68 -2.30 -1.90
H -0.57 -0.08 2.75
H -1.53 -1.42 2.04
H 0.63 3.00 -0.67
H 0.52 2.86 -2.44
H 1.80 -0.64 0.13
H -1.57 0.39 0.52
H -0.38 -0.64 -1.70
*
```

Here are the Mulliken charges for atoms 1 to 2, given in e: -0.84 -0.17

--- three ---
Molecular formula: C4H12N4O
Method: DFT, the ωB97M-V functional and the def2-TZVPD basis

Summary:
Kohn-Sham gap: 7.21 eV
SMILES string: CC(N)=C(N)N.NC=O

```
! wB97M-V def2-TZVPD RIJCOSX def2/J DEFGRID3
* xyz 0 1
O -2.32 0.05 -1.59
N -0.46 -1.36 -0.55
N 0.93 -0.06 -1.98
N 2.31 1.01 0.17
N -2.71 0.59 0.59
C 0.68 -0.54 -0.66
C 1.14 -0.41 1.81
C -1.97 0.65 -0.53
C 1.35 -0.01 0.38
H 0.55 -0.71 -2.66
H 0.10 -0.64 2.03
H -1.31 -1.18 -1.30
H -3.35 -0.18 0.69
H 3.12 0.90 0.76
H 1.41 0.41 2.48
H -2.46 1.11 1.41
H 0.51 0.85 -2.15
H 2.59 1.05 -0.81
H -0.59 -1.74 0.38
H -1.28 1.50 -0.55
H 1.76 -1.27 2.08
*
```

Here are the Mulliken charges for atoms 1 to 2, given in e: -0.69 -0.64

--- four ---
Molecular formula: C4H12N4O
Method: DFT, the ωB97M-V functional and the def2-TZVPD basis

Summary:
Kohn-Sham gap: 8.48 eV
SMILES string: CN/C(N)=N\O.[H]/N=C/C

```
! wB97M-V def2-TZVPD RIJCOSX def2/J DEFGRID3
* xyz 0 1
O -1.85 1.16 -1.47
N 1.27 -0.38 -2.31
N 0.78 1.04 -0.50
N -1.40 0.75 1.48
N -0.86 0.35 -2.06
C -1.06 -1.57 1.01
C 2.02 0.76 0.17
C 0.33 0.34 -1.59
C -1.27 -0.42 1.93
H 1.96 -0.09 0.86
H -1.92 -2.23 1.09
H 2.79 0.57 -0.57
H 0.05 1.42 0.10
H -0.96 -1.25 -0.02
H 2.32 1.64 0.74
H 1.78 -1.06 -1.76
H -1.77 1.10 -0.50
H -1.32 -0.68 2.99
H -1.56 1.48 2.18
H -0.18 -2.14 1.32
H 0.84 -0.79 -3.13
*
```

Here are the Mulliken charges for atoms 1 to 2, given in e: -0.38 -0.61

Which structure is the least stable? The one labeled two.

--- one ---
Molecular formula: H11NO4
Method: DFT, the ωB97M-V functional and the def2-TZVPD basis

Summary:
Kohn-Sham gap (spin up / spin down): 11.63 / 2.73 eV
Expectation value of S²: 0.756

```
! wB97M-V def2-TZVPD RIJCOSX def2/J DEFGRID3
* xyz 1 2
O 2.20 -0.54 2.06
O -0.42 -1.88 -0.92
O -0.51 -1.46 2.77
O 1.90 3.27 -0.20
N -1.60 0.53 -2.56
H 2.51 -0.02 2.77
H -0.45 -1.15 -1.48
H 1.59 -1.21 2.56
H -0.41 -1.96 1.96
H -1.68 0.07 -3.49
H -1.36 1.52 -2.80
H -1.35 -1.00 2.60
H 1.46 2.54 -0.61
H -1.03 -2.49 -1.30
H -2.52 0.65 -2.14
H 1.68 3.13 0.78
*
```

Here are the Mulliken charges for atoms 1 to 2, given in e: -0.38 -0.52

--- two ---
Molecular formula: H11NO4
Method: DFT, the ωB97M-V functional and the def2-TZVPD basis

Summary:
Kohn-Sham gap (spin up / spin down): 10.38 / 4.47 eV
Expectation value of S²: 0.754

```
! wB97M-V def2-TZVPD RIJCOSX def2/J DEFGRID3
* xyz 1 2
O -1.94 -2.07 -1.02
O -1.83 -0.14 1.78
O 1.21 2.25 -0.77
O 1.07 -0.52 -1.45
N 1.33 0.27 1.22
H 1.92 -0.75 -1.86
H 0.55 0.37 1.89
H -2.41 0.41 1.24
H 1.17 -0.30 0.32
H 1.08 1.78 0.05
H -2.26 -2.45 -1.85
H -2.37 -0.40 2.54
H 0.88 0.40 -1.67
H 2.21 0.03 1.71
H 0.44 2.86 -0.87
H -1.05 -1.74 -1.25
*
```

Here are the Mulliken charges for atoms 1 to 2, given in e: -0.61 -0.63

Which structure is the least stable? The one labeled one.

--- one ---
Molecular formula: C8H8N2OS
Method: DFT, the ωB97M-V functional and the def2-TZVPD basis

Summary:
Kohn-Sham gap (spin up / spin down): 7.82 / 7.82 eV

```
! wB97M-V def2-TZVPD RIJCOSX def2/J DEFGRID3
* xyz 0 1
S -2.09 -0.21 0.94
O -0.96 -0.67 -2.00
N -1.69 1.21 0.73
N -2.08 -0.32 2.50
C -0.28 2.01 -1.05
C 1.62 -1.69 0.30
C 1.47 0.66 0.42
C 0.84 -1.59 -0.75
C 0.19 -0.54 -1.14
C 1.98 -0.51 0.96
C 0.51 0.71 -0.63
C -1.29 2.15 -0.13
H 2.54 -0.65 1.87
H -1.21 -1.50 -2.50
H 2.24 -2.69 0.15
H -2.03 -1.33 2.61
H -0.01 2.79 -1.70
H 0.41 -2.49 -1.27
H 1.63 1.58 0.84
H -1.80 3.08 -0.13
*
```

Here are the Mulliken charges for atoms 1 to 2, given in e: 0.35 -0.54

--- two ---
Molecular formula: C8H8N2OS
Method: DFT, the ωB97M-V functional and the def2-TZVPD basis

Summary:
Kohn-Sham gap: 9.38 eV

```
! wB97M-V def2-TZVPD RIJCOSX def2/J DEFGRID3
* xyz 0 1
S -2.46 -0.81 -0.11
O -3.41 3.07 -0.03
N 3.43 0.97 0.14
N -3.04 1.90 -0.06
C 0.25 0.23 -1.18
C 2.29 1.12 -0.01
C 0.25 1.06 1.26
C -0.79 -1.12 0.54
C -2.51 0.87 -0.19
C -0.39 -0.07 1.53
C 0.85 1.27 -0.09
C 0.35 -1.08 -0.54
H 0.64 2.23 -0.51
H -0.87 -0.14 2.46
H -0.92 -2.19 1.01
H -0.84 0.47 -1.46
H 1.41 -1.03 -0.07
H 0.53 1.86 1.96
H 0.40 -1.95 -1.17
H 0.88 0.36 -2.16
*
```

Here are the Mulliken charges for atoms 1 to 2, given in e: -0.11 -0.62

Which structure is the least stable? The one labeled one.

--- one ---
Molecular formula: C4H8OS2
Method: DFT, the ωB97M-V functional and the def2-TZVPD basis

Summary:
Kohn-Sham gap: 5.99 eV

```
! wB97M-V def2-TZVPD RIJCOSX def2/J DEFGRID3
* xyz 0 1
S -0.84 -0.36 -2.02
S 1.06 1.67 -0.87
O 0.44 -0.58 3.34
C 0.75 -0.36 0.97
C -1.85 -1.74 -1.20
C 0.32 1.08 0.66
C 0.12 -0.80 2.20
H -2.69 -1.27 -0.68
H 1.80 -0.58 0.83
H -0.91 -1.15 1.91
H -2.32 -2.30 -2.04
H -0.77 0.88 0.79
H 0.32 -1.00 0.17
H -1.24 -2.41 -0.60
H 0.66 1.75 1.46
*
```

Here are the Mulliken charges for atoms 1 to 2, given in e: -0.08 -0.05

--- two ---
Molecular formula: C4H8OS2
Method: DFT, the ωB97M-V functional and the def2-TZVPD basis

Summary:
Kohn-Sham gap: 6.53 eV

```
! wB97M-V def2-TZVPD RIJCOSX def2/J DEFGRID3
* xyz 0 1
S -2.08 -0.83 0.31
S 0.42 0.18 1.54
O 2.93 -0.56 -2.25
C 0.85 -0.06 -1.18
C 2.46 -0.31 -1.15
C -2.69 0.92 0.79
C 0.37 0.88 -0.10
H 3.10 0.09 -0.40
H -0.49 1.48 -0.38
H -1.78 1.36 1.16
H 1.12 1.66 0.06
H -3.02 1.35 -0.17
H -3.40 0.75 1.55
H 0.79 0.44 -2.26
H 0.42 -1.05 -1.22
*
```

Here are the Mulliken charges for atoms 1 to 2, given in e: -0.07 -0.04

Which structure is the least stable? The one labeled one.

--- one ---
Molecular formula: H3INP
Method: DFT, the ωB97M-V functional and the def2-TZVPD basis

Summary:
Kohn-Sham gap: 9.01 eV
SMILES string: [H]/N=P\[H].I

```
! wB97M-V def2-TZVPD RIJCOSX def2/J DEFGRID3
* xyz 0 1
I -3.25 0.48 0.20
P 0.59 -0.99 -0.28
N 0.65 0.56 -0.35
H 2.11 -1.38 -0.20
H 1.54 0.91 -0.02
H -1.63 0.42 0.65
*
```

Here are the Mulliken charges for atoms 1 to 2, given in e: -0.09 0.18

--- two ---
Molecular formula: H3INP
Method: DFT, the ωB97M-V functional and the def2-TZVPD basis

Summary:
Kohn-Sham gap: 8.88 eV
SMILES string: NPI

```
! wB97M-V def2-TZVPD RIJCOSX def2/J DEFGRID3
* xyz 0 1
I 1.24 -1.95 2.22
P 0.35 0.40 1.43
N -0.44 -0.12 0.02
H -1.21 -0.64 0.28
H -0.03 -0.65 -0.74
H 1.77 0.64 1.02
*
```

Here are the Mulliken charges for atoms 1 to 2, given in e: -0.19 0.05

Which structure is the least stable? The one labeled one.

--- one ---
Molecular formula: C6H11N2O
Method: DFT, the ωB97M-V functional and the def2-TZVPD basis

Summary:
Kohn-Sham gap: 9.67 eV
SMILES string: CC[C@]1(C)[NH+]=CNC1=O

```
! wB97M-V def2-TZVPD RIJCOSX def2/J DEFGRID3
* xyz 1 1
O 1.69 -1.87 0.70
N 1.95 0.13 -0.57
N 0.22 1.39 -0.02
C 1.32 1.26 -0.70
C -0.16 0.08 0.57
C -1.05 -0.82 -1.56
C -1.36 -0.44 -0.09
C 1.40 -0.78 0.25
C -0.25 0.12 2.11
H -0.16 -1.35 -1.68
H -0.31 2.27 0.13
H 2.67 -0.03 -1.25
H 1.69 1.96 -1.49
H 0.71 -0.04 2.67
H -2.18 0.26 -0.12
H -0.95 -0.63 2.41
H -1.53 -1.37 0.60
H -2.01 -1.27 -1.96
H -1.01 0.02 -2.33
H -0.70 1.10 2.33
*
```

Here are the Mulliken charges for atoms 1 to 2, given in e: -0.46 0.07

--- two ---
Molecular formula: C6H11N2O
Method: DFT, the ωB97M-V functional and the def2-TZVPD basis

Summary:
Kohn-Sham gap: 9.41 eV
SMILES string: N[C@@H](C[NH3+])c1ccoc1

```
! wB97M-V def2-TZVPD RIJCOSX def2/J DEFGRID3
* xyz 1 1
O -2.98 0.05 -1.42
N 0.47 -2.18 -0.27
N 0.67 1.34 1.04
C -0.96 -0.32 -0.47
C 0.12 -0.95 0.37
C -2.24 -0.79 -0.59
C -0.93 0.91 -1.19
C -2.26 1.06 -1.68
C 1.32 0.08 0.67
H -0.05 1.46 -1.49
H -0.16 1.36 0.25
H -2.75 -1.60 -0.08
H 1.41 2.16 0.88
H 0.55 -2.13 -1.30
H -2.51 1.80 -2.46
H 1.82 0.24 -0.30
H -0.25 -1.15 1.39
H 0.21 1.37 1.90
H 1.83 -0.31 1.57
H 1.35 -2.58 0.04
*
```

Here are the Mulliken charges for atoms 1 to 2, given in e: -0.24 -0.63

Which structure is the least stable? The one labeled two.

--- one ---
Molecular formula: C7H9NO
Method: DFT, the ωB97M-V functional and the def2-TZVPD basis

Summary:
Kohn-Sham gap: 9.22 eV
SMILES string: CCc1cccc(=O)[nH]1

```
! wB97M-V def2-TZVPD RIJCOSX def2/J DEFGRID3
* xyz 0 1
O 3.55 -1.18 0.99
N 1.76 -0.14 0.17
C 1.70 -2.46 0.16
C 0.45 -0.10 -0.31
C -0.23 1.20 -0.18
C 2.44 -1.26 0.47
C 0.52 -2.40 -0.41
C -1.69 1.12 -0.28
C -0.13 -1.21 -0.75
H 0.01 1.94 -0.99
H 0.00 -3.30 -0.76
H -2.09 1.21 -1.30
H -2.35 1.83 0.30
H 2.15 -3.39 0.52
H -1.92 0.18 0.04
H 2.30 0.65 0.40
H -1.13 -1.29 -1.10
H 0.16 1.73 0.63
*
```

Here are the Mulliken charges for atoms 1 to 2, given in e: -0.71 -0.07

--- two ---
Molecular formula: C7H9NO
Method: DFT, the ωB97M-V functional and the def2-TZVPD basis

Summary:
Kohn-Sham gap (spin up / spin down): 6.02 / 8.58 eV

```
! wB97M-V def2-TZVPD RIJCOSX def2/J DEFGRID3
* xyz 0 1
O 1.94 1.11 1.04
N -1.20 1.36 1.81
C 1.20 1.04 -2.06
C 1.38 0.23 0.52
C 0.54 0.63 -1.12
C -1.80 -0.55 -0.98
C -0.94 0.33 1.10
C 1.54 -1.24 0.46
C -0.97 0.49 -0.47
H -1.50 1.12 2.76
H -1.06 -0.71 1.43
H 0.66 -1.73 0.05
H -1.38 1.48 -0.63
H 1.80 1.42 -2.85
H -2.76 -0.32 -1.42
H -1.57 -1.60 -0.93
H 1.74 -1.61 1.47
H 2.39 -1.46 -0.19
*
```

Here are the Mulliken charges for atoms 1 to 2, given in e: -0.44 -0.63

Which structure is the least stable? The one labeled two.